(1)
Molecular formula: C15H24CuN2O9
Method: DFT, ωB97M-V/def2-TZVPD

CARTESIAN COORDINATES (ANGSTROEM)
1 Cu -1.39 -0.42 -0.04
2 C -4.01 -3.63 0.69
3 O -4.13 -2.77 -0.15
4 O -4.40 -4.76 0.60
5 O -2.95 -3.50 1.25
6 C 4.78 -3.83 -2.11
7 C 5.68 -4.92 -2.53
8 C 5.43 -6.39 -1.92
9 O 6.28 -7.22 -2.14
10 C 4.17 -6.59 -1.16
11 C 3.35 -5.52 -0.89
12 C 3.63 -4.14 -1.39
13 O 2.80 -3.15 -1.28
14 O 2.27 -5.91 -0.33
15 O 6.68 -4.78 -3.23
16 H 4.97 -2.86 -2.54
17 H 3.84 -7.60 -0.95
18 C -0.33 1.18 5.64
19 C -1.17 0.76 4.41
20 C -2.46 1.66 4.15
21 O -2.76 1.56 2.69
22 C -3.83 2.37 2.29
23 N -0.25 0.76 3.29
24 H -0.80 2.08 6.04
25 H 0.73 1.33 5.47
26 H -0.48 0.43 6.41
27 H -1.42 -0.30 4.47
28 H -2.36 2.70 4.46
29 H -3.26 1.27 4.79
30 H -4.69 2.16 2.92
31 H -4.04 2.25 1.23
32 H -3.63 3.44 2.37
33 H 0.24 1.64 3.37
34 H 0.49 0.16 3.62
35 C -0.42 2.83 -5.02
36 C -0.23 2.34 -3.58
37 C -0.33 3.53 -2.56
38 O -0.04 3.12 -1.25
39 C -0.12 4.26 -0.42
40 N -1.14 1.29 -3.23
41 H -1.19 3.60 -5.05
42 H -0.65 2.04 -5.72
43 H 0.50 3.25 -5.42
44 H 0.80 1.98 -3.49
45 H -1.19 4.16 -2.80
46 H 0.47 4.16 -2.93
47 H -0.95 4.91 -0.68
48 H 0.79 4.86 -0.53
49 H -0.21 3.95 0.62
50 H -2.04 1.65 -3.51
51 H -1.02 0.57 -3.92

Computed properties:
Spin multiplicity ... 2
Net charge ... -2
E ... -81981.1189 eV


(2)
Molecular formula: C15H24CuN4OP2
Method: DFT, ωB97M-V/def2-TZVPD

CARTESIAN COORDINATES (ANGSTROEM)
1 Cu -0.11 0.09 0.67
2 P -2.11 -0.98 0.41
3 P -0.79 2.11 0.15
4 N 0.45 -1.71 -0.21
5 N 1.57 0.67 -0.35
6 H 2.30 -2.45 -1.14
7 H 3.47 -0.21 -0.09
8 H 2.39 -2.04 0.59
9 C 1.96 -1.74 -0.38
10 H 2.86 -0.32 -1.75
11 C 2.54 -0.37 -0.68
12 H 0.01 -3.47 -1.21
13 H 2.50 2.16 -1.55
14 C -0.35 -2.60 -0.66
15 C 1.63 1.87 -0.92
16 C -1.87 -2.52 -0.61
17 C 0.58 2.78 -0.74
18 H -2.34 -3.22 0.13
19 H 0.65 3.80 -1.13
20 H -1.92 2.29 -0.75
21 H -1.05 3.05 1.19
22 H -3.25 -0.25 0.01
23 H -2.60 -1.67 1.57
24 H -0.16 0.46 -2.83
25 C -1.11 0.51 -3.45
26 C -1.39 1.98 -3.93
27 C -1.02 -0.65 -4.47
28 O -2.15 0.72 -2.61
29 H -0.62 2.29 -4.62
30 H -2.36 2.10 -4.44
31 H -1.36 2.72 -3.13
32 H -0.52 -1.51 -4.03
33 H -1.96 -0.98 -4.92
34 H -0.34 -0.34 -5.28
35 H -2.40 -2.65 -1.60
36 N 3.78 -1.37 5.59
37 C 2.78 -0.92 5.16
38 C 1.57 -0.37 4.61
39 C 0.57 0.12 5.47
40 C -0.58 0.65 4.90
41 C -0.72 0.64 3.51
42 N 0.24 0.16 2.71
43 C 1.38 -0.32 3.23
44 H 0.72 0.10 6.55
45 H -1.39 1.05 5.51
46 H -1.62 1.02 3.02
47 H 2.15 -0.68 2.54

Computed properties:
Spin multiplicity ... 3
Net charge ... +1
E ... -87157.6886 eV


(3)
Molecular formula: C15H24FN2O2S4Tb
Method: DFT, ωB97M-V/def2-TZVPD

CARTESIAN COORDINATES (ANGSTROEM)
1 Tb 0.09 0.06 0.70
2 C -0.25 0.63 -3.10
3 C -1.35 -0.42 -2.90
4 S -2.14 -0.18 -1.29
5 C -3.06 -1.73 -1.07
6 C -3.01 -2.23 0.37
7 S -1.35 -2.50 1.05
8 C -0.64 -3.63 -0.16
9 C 0.85 -3.80 0.06
10 S 1.81 -2.29 -0.23
11 C 1.77 -2.17 -2.04
12 C 2.18 -0.77 -2.48
13 S 1.14 0.61 -1.94
14 H -0.66 1.64 -3.02
15 H 0.17 0.54 -4.10
16 H -0.95 -1.43 -2.96
17 H -2.09 -0.30 -3.68
18 H -2.67 -2.47 -1.77
19 H -4.10 -1.55 -1.33
20 H -3.56 -3.16 0.46
21 H -3.48 -1.52 1.06
22 H -0.84 -3.26 -1.17
23 H -1.15 -4.59 -0.06
24 H 1.24 -4.57 -0.60
25 H 1.07 -4.11 1.08
26 H 0.78 -2.44 -2.40
27 H 2.48 -2.89 -2.43
28 H 2.23 -0.73 -3.57
29 H 3.17 -0.53 -2.11
30 F -0.82 1.79 0.58
31 O -0.95 0.51 2.95
32 C -0.62 0.60 4.38
33 N -0.18 1.89 4.78
34 C 1.15 2.33 4.78
35 O 1.54 3.23 5.47
36 C 2.03 1.56 3.85
37 C 3.14 0.84 4.27
38 C 3.81 0.04 3.35
39 C 3.30 -0.08 2.07
40 N 2.26 0.65 1.65
41 C 1.69 1.51 2.51
42 H -1.51 1.27 2.72
43 H 0.14 -0.17 4.52
44 H -1.50 0.34 4.94
45 H -0.78 2.42 5.40
46 H 3.46 0.90 5.30
47 H 4.68 -0.53 3.64
48 H 3.73 -0.78 1.37
49 H 0.92 2.17 2.13

Computed properties:
Spin multiplicity ... 7
Net charge ... +2
E ... -91503.2349 eV


(4)
Molecular formula: C15H24IrN6O6
Method: DFT, ωB97M-V/def2-TZVPD

CARTESIAN COORDINATES (ANGSTROEM)
1 O -0.08 0.67 -4.35
2 H -0.14 0.19 -5.21
3 Ir 0.00 -0.38 -0.12
4 N -1.76 -1.05 -0.79
5 N -1.08 1.32 -0.63
6 N 1.56 -1.51 0.37
7 N 1.48 0.91 0.39
8 O -1.92 -2.31 -0.78
9 O 1.75 -2.86 0.06
10 O 1.50 2.23 0.32
11 O -0.77 2.56 -0.40
12 C -2.28 1.15 -1.25
13 C -2.63 -0.19 -1.44
14 C 2.65 -0.99 0.91
15 C 2.58 0.41 1.01
16 C -3.78 -0.67 -2.26
17 H -3.53 -0.61 -3.32
18 H -4.66 -0.01 -2.14
19 H -4.06 -1.70 -2.02
20 C -3.03 2.37 -1.64
21 H -2.41 2.99 -2.30
22 H -3.30 3.02 -0.78
23 H -3.96 2.10 -2.18
24 C 3.74 -1.90 1.29
25 C 3.59 1.28 1.65
26 H 4.10 -2.54 0.48
27 H 3.43 -2.54 2.14
28 H 4.58 -1.29 1.62
29 H 3.18 2.26 1.85
30 H 4.44 1.41 0.98
31 H 3.98 0.88 2.60
32 H 1.09 -3.14 -0.62
33 H 0.50 2.43 -0.02
34 C 0.87 1.67 -4.55
35 H 0.40 2.64 -4.80
36 H 1.63 1.38 -5.27
37 H 1.27 1.67 -3.51
38 O 0.57 -1.07 -1.97
39 H 0.33 -0.41 -2.68
40 H 1.51 -1.30 -2.10
41 N -0.68 -4.11 4.58
42 C -0.82 -2.99 4.26
43 C -0.94 -1.65 3.75
44 C -1.10 -0.50 4.53
45 C -1.14 0.74 3.90
46 C -0.94 0.82 2.52
47 N -0.70 -0.30 1.82
48 C -0.83 -1.52 2.37
49 H -1.21 -0.61 5.61
50 H -1.29 1.66 4.45
51 H -0.94 1.78 1.99
52 H -0.79 -2.37 1.69

Computed properties:
Spin multiplicity ... 5
Net charge ... +1
E ... -39993.1976 eV


(5)
Molecular formula: C15H24LaN6O6
Method: DFT, ωB97M-V/def2-TZVPD

CARTESIAN COORDINATES (ANGSTROEM)
1 O -1.64 -1.70 -0.99
2 H -1.59 -1.29 -2.35
3 La -0.04 -1.18 0.74
4 N -2.12 -0.73 2.10
5 N -1.83 0.91 0.23
6 N 2.38 -1.51 -0.03
7 N 1.36 0.79 -0.51
8 O -1.81 -2.01 2.13
9 O 2.80 -2.74 -0.15
10 O 0.89 2.06 -0.61
11 O -1.65 1.85 -0.66
12 C -3.13 0.69 0.57
13 C -3.28 -0.42 1.45
14 C 3.28 -0.56 -0.34
15 C 2.70 0.73 -0.60
16 C -4.51 -1.24 1.54
17 H -4.58 -1.95 0.71
18 H -5.41 -0.62 1.52
19 H -4.50 -1.81 2.47
20 C -4.24 1.49 -0.01
21 H -4.14 1.57 -1.10
22 H -4.23 2.51 0.39
23 H -5.21 1.05 0.22
24 C 4.75 -0.82 -0.44
25 C 3.59 1.91 -0.82
26 H 4.92 -1.91 -0.40
27 H 5.30 -0.35 0.39
28 H 5.17 -0.41 -1.36
29 H 3.00 2.80 -1.05
30 H 4.30 1.72 -1.64
31 H 4.18 2.11 0.08
32 H 1.52 -3.29 -0.26
33 H -0.16 1.96 -0.64
34 C -1.13 -0.88 -3.35
35 H -1.38 -1.48 -4.21
36 H -0.05 -0.90 -3.13
37 H -1.40 0.16 -3.45
38 O 0.47 -3.41 -0.10
39 H -1.52 -2.69 -1.12
40 H 0.19 -4.18 -0.64
41 N 2.77 5.62 4.02
42 C 2.32 4.59 3.67
43 C 1.76 3.34 3.22
44 C 0.40 3.21 2.94
45 C -0.07 1.98 2.49
46 N 0.73 0.91 2.31
47 C 2.03 1.03 2.62
48 C 2.59 2.22 3.06
49 H -0.28 4.04 3.05
50 H -1.13 1.83 2.25
51 H 2.64 0.12 2.49
52 H 3.66 2.26 3.27

Computed properties:
Spin multiplicity ... 1
Net charge ... +1
E ... -38015.7665 eV


What did the fourth record say?
Molecular formula: C15H24IrN6O6
Method: DFT, ωB97M-V/def2-TZVPD

CARTESIAN COORDINATES (ANGSTROEM)
1 O -0.08 0.67 -4.35
2 H -0.14 0.19 -5.21
3 Ir 0.00 -0.38 -0.12
4 N -1.76 -1.05 -0.79
5 N -1.08 1.32 -0.63
6 N 1.56 -1.51 0.37
7 N 1.48 0.91 0.39
8 O -1.92 -2.31 -0.78
9 O 1.75 -2.86 0.06
10 O 1.50 2.23 0.32
11 O -0.77 2.56 -0.40
12 C -2.28 1.15 -1.25
13 C -2.63 -0.19 -1.44
14 C 2.65 -0.99 0.91
15 C 2.58 0.41 1.01
16 C -3.78 -0.67 -2.26
17 H -3.53 -0.61 -3.32
18 H -4.66 -0.01 -2.14
19 H -4.06 -1.70 -2.02
20 C -3.03 2.37 -1.64
21 H -2.41 2.99 -2.30
22 H -3.30 3.02 -0.78
23 H -3.96 2.10 -2.18
24 C 3.74 -1.90 1.29
25 C 3.59 1.28 1.65
26 H 4.10 -2.54 0.48
27 H 3.43 -2.54 2.14
28 H 4.58 -1.29 1.62
29 H 3.18 2.26 1.85
30 H 4.44 1.41 0.98
31 H 3.98 0.88 2.60
32 H 1.09 -3.14 -0.62
33 H 0.50 2.43 -0.02
34 C 0.87 1.67 -4.55
35 H 0.40 2.64 -4.80
36 H 1.63 1.38 -5.27
37 H 1.27 1.67 -3.51
38 O 0.57 -1.07 -1.97
39 H 0.33 -0.41 -2.68
40 H 1.51 -1.30 -2.10
41 N -0.68 -4.11 4.58
42 C -0.82 -2.99 4.26
43 C -0.94 -1.65 3.75
44 C -1.10 -0.50 4.53
45 C -1.14 0.74 3.90
46 C -0.94 0.82 2.52
47 N -0.70 -0.30 1.82
48 C -0.83 -1.52 2.37
49 H -1.21 -0.61 5.61
50 H -1.29 1.66 4.45
51 H -0.94 1.78 1.99
52 H -0.79 -2.37 1.69

Computed properties:
Spin multiplicity ... 5
Net charge ... +1
E ... -39993.1976 eV


- Among the records above, which one has the lowest spin multiplicity?
  C15H24LaN6O6